Entry from the OMol25 dataset: 2 unconnected molecules or ions with the total composition C3H8N5O (ωB97M-V/def2-TZVPD).

CARTESIAN COORDINATES (ANGSTROEM)
C -0.276 1.683 -1.594
C 0.581 -1.537 0.745
C -1.405 2.237 -0.872
N 0.494 1.054 -0.852
N 1.346 -1.420 -0.277
N 0.741 -2.529 1.662
N -0.322 -0.610 0.958
N 0.094 1.206 0.422
O -1.045 1.940 0.426
H -0.123 1.742 -2.652
H -1.520 3.436 -1.061
H -2.402 1.694 -1.150
H 2.287 -1.803 -0.532
H 1.203 -3.399 1.290
H -0.004 -2.604 2.363
H -0.804 -0.540 1.943
H 1.155 -0.551 -0.818

Charge: +1
Spin multiplicity: 1
Total energy, Eh: -467.73690
ΔE to the lowest compared entry with this formula, charge and spin, kcal per mole: 48.3
F_max, hartree/bohr: 0.0950

Entry from the OMol25 dataset: a molecular structure, C3H8N5S (ωB97M-V/def2-TZVPD).

CARTESIAN COORDINATES (ANGSTROEM)
C 0.114 -2.273 0.331
C 0.418 1.781 0.255
C -1.300 -2.572 0.100
N 0.609 -1.276 -0.260
N -0.489 0.899 0.252
N 0.392 2.684 1.277
N 1.435 1.759 -0.582
N -0.354 -0.452 -0.971
S -1.882 -1.367 -1.072
H 0.775 -2.781 1.041
H -1.572 -3.622 -0.212
H -1.852 -2.461 0.974
H -0.484 2.609 1.741
H 0.698 3.661 1.036
H 1.379 1.095 -1.358
H 2.081 2.457 -0.626
H 0.033 -0.142 -1.926

Charge: +1
Spin multiplicity: 1
Total energy, Eh: -790.70859
ΔE to the lowest compared entry with this formula, charge and spin, kcal per mole: 68.3
F_max, hartree/bohr: 0.0955